(1)
66
Properties=species:S:1:pos:R:3:forces:R:3:nbo_charge:R:1 method="wB97M-V/def2-TZVPD" total_charge=0 relative_energy_kj_mol=92.24 homo_lumo_gap_ev="6.971 / 6.569" spin_multiplicity=2 energy_ha=-6062.34944
Pd 1.91248 0.35740 0.59645 0.0 0.2 0.2 0.836
O 2.05571 1.98047 -0.53086 0.3 -0.1 0.3 -0.686
C 1.69218 3.15253 -0.05841 -0.3 0.2 -0.1 0.369
C 2.19595 4.28122 -0.73919 0.0 0.0 -0.1 -0.275
C 1.83622 5.55953 -0.39174 0.0 0.0 0.0 -0.159
C 0.94974 5.79225 0.66660 0.0 0.0 0.0 -0.275
C 0.45342 4.71261 1.35090 0.0 0.0 0.0 -0.152
C 0.80012 3.38789 1.02192 0.1 0.0 0.0 -0.172
C 0.21750 2.36072 1.84911 -0.1 0.0 0.0 0.132
N 0.46846 1.10903 1.74744 0.1 -0.1 -0.2 -0.338
N -0.11089 0.19578 2.60451 0.0 0.1 0.2 -0.430
C 0.49293 -0.95907 2.51828 -0.1 0.0 -0.1 0.555
O 1.48090 -1.24076 1.71657 0.0 0.2 0.1 -0.679
C -0.03438 -2.07741 3.33714 0.0 0.0 0.0 -0.052
C -1.00282 -1.85694 4.31434 0.0 0.0 0.0 -0.184
C -1.52723 -2.92463 5.02122 0.0 0.0 0.0 -0.224
C -1.09111 -4.21830 4.75748 0.0 0.0 0.0 -0.199
C -0.12417 -4.43842 3.78830 0.0 0.0 0.0 -0.219
C 0.40551 -3.37058 3.07902 0.0 0.0 0.0 -0.185
H 2.88156 4.09514 -1.55555 0.0 0.0 0.0 0.225
H 2.25126 6.39515 -0.94153 0.0 0.0 0.0 0.214
H 0.66895 6.79877 0.94302 0.0 0.0 0.0 0.216
H -0.23150 4.86802 2.17723 0.0 0.0 0.0 0.205
H -0.47573 2.66050 2.63328 0.0 0.0 0.0 0.206
H -1.33725 -0.84645 4.50380 0.0 0.0 0.0 0.232
H -2.27815 -2.75092 5.78127 0.0 0.0 0.0 0.214
H -1.50332 -5.05232 5.31111 0.0 0.0 0.0 0.213
H 0.21721 -5.44460 3.58170 0.0 0.0 0.0 0.214
H 1.15266 -3.52755 2.31357 0.0 0.0 0.0 0.236
S 3.95740 -0.28775 -0.11418 -0.1 -0.1 -0.1 -0.331
C 2.63882 0.37454 -3.48335 0.0 0.0 0.0 -1.065
Ge 1.47360 -1.06682 -2.87232 0.0 0.0 0.1 1.212
C 2.51051 -2.65209 -2.39456 0.0 0.0 0.0 -1.067
C 0.19727 -1.55280 -4.28708 0.0 0.0 0.0 -1.074
Ge 0.08384 -0.26923 -0.99662 0.0 -0.1 -0.3 1.104
C -0.91169 1.35956 -1.40180 0.0 0.0 0.0 -0.389
C -1.80833 1.98865 -0.53789 -0.1 0.0 -0.1 -0.231
C -2.47509 3.14233 -0.92220 0.0 0.0 0.0 -0.201
C -2.26103 3.68631 -2.17997 0.0 0.0 0.0 -0.198
C -1.38384 3.06669 -3.05685 0.0 0.0 0.0 -0.201
C -0.71629 1.91495 -2.66685 0.1 0.0 0.0 -0.223
C -1.03571 -1.64080 -0.18357 0.1 0.0 0.1 -0.405
C -0.80965 -2.95885 -0.58469 0.1 0.0 0.0 -0.215
C -1.56876 -4.00251 -0.07722 0.0 0.0 0.0 -0.218
C -2.56311 -3.74209 0.85418 0.0 0.0 0.0 -0.189
C -2.80406 -2.43751 1.25907 0.0 0.0 0.0 -0.203
C -2.05033 -1.39435 0.74215 -0.1 0.0 -0.1 -0.212
H 3.24477 0.00360 -4.31192 0.0 0.0 0.0 0.231
H 3.29465 0.68670 -2.67344 0.0 0.0 0.0 0.261
H 2.07020 1.23797 -3.82459 0.0 0.0 0.0 0.227
H 3.12264 -2.92501 -3.25659 0.0 0.0 0.0 0.233
H 1.87870 -3.50230 -2.14353 0.0 0.0 0.0 0.223
H 3.16857 -2.42971 -1.55864 0.0 0.0 0.0 0.260
H 0.75338 -1.92661 -5.14872 0.0 0.0 0.0 0.234
H -0.39441 -0.69493 -4.60642 0.0 0.0 0.0 0.232
H -0.48254 -2.33605 -3.95085 0.0 0.0 0.0 0.234
H -1.99752 1.58426 0.44651 0.0 0.0 0.0 0.208
H -3.16125 3.62025 -0.23423 0.0 0.0 0.0 0.214
H -2.77753 4.59040 -2.47545 0.0 0.0 0.0 0.216
H -1.21218 3.48244 -4.04140 0.0 0.0 0.0 0.215
H -0.02241 1.45284 -3.35805 0.0 0.0 0.0 0.209
H -0.02540 -3.17947 -1.29789 0.0 0.0 0.0 0.209
H -1.37595 -5.01731 -0.40107 0.0 0.0 0.0 0.216
H -3.14784 -4.55413 1.26697 0.0 0.0 0.0 0.217
H -3.57473 -2.22992 1.99032 0.0 0.0 0.0 0.217
H -2.25091 -0.39033 1.08577 0.0 0.0 0.0 0.215

***

(2)
66
Properties=species:S:1:pos:R:3:forces:R:3:mulliken_spin:R:1 method="wB97M-V/def2-TZVPD" total_charge=+1 relative_energy_kj_mol=42.70 homo_lumo_gap_ev="6.870 / 7.795" spin_multiplicity=3 energy_ha=-1999.11609
C -2.18485 -2.38731 0.17715 1.0 -0.7 0.3 0.004
C -1.59775 -2.49653 -1.14438 0.7 0.0 1.1 -0.037
C -0.16609 -2.47549 -1.00357 -0.3 -0.5 1.0 -0.019
H -2.16058 -2.65197 -2.07585 0.4 0.4 0.5 -0.001
C 0.16213 -2.38929 0.40520 -0.7 -0.2 -0.4 0.139
C -1.08649 -2.35557 1.13785 0.1 -0.7 -1.3 -0.059
H 1.15768 -2.35982 0.87022 -0.6 0.0 -0.5 0.033
C -2.97563 0.84075 -0.05184 0.0 0.3 -1.0 0.001
C -2.98124 0.08456 -1.28574 0.0 1.1 0.7 -0.046
C -1.94709 0.61870 -2.12838 0.6 0.3 0.8 -0.027
H -3.70842 -0.69020 -1.55445 0.5 0.5 0.2 -0.001
C -1.28639 1.67746 -1.41377 -0.4 0.1 0.0 0.104
C -1.90832 1.81619 -0.11747 0.0 -0.9 -1.0 -0.029
H 0.55695 -2.65755 -1.80615 -0.3 0.6 0.3 -0.003
H -1.16347 -2.34011 2.22222 0.0 -0.1 -0.5 -0.011
H -3.25405 -2.40521 0.42240 0.8 0.1 -0.1 0.012
H -1.61431 2.54348 0.65577 -0.3 -0.6 -0.4 0.010
H -1.72022 0.31315 -3.16215 -0.1 0.0 0.8 0.004
H -3.66648 0.69056 0.77086 0.2 0.0 -0.3 0.011
Mo -1.08638 -0.42910 -0.01889 -1.8 0.1 -1.0 1.887
C -0.16951 2.59036 -1.92138 0.1 -0.6 0.4 -0.037
C -0.65051 4.05475 -1.85715 0.0 -0.2 0.0 0.017
C 0.22814 2.21942 -3.36708 -0.2 0.1 0.4 0.007
H -1.64107 4.13477 -2.32514 0.3 0.1 0.1 -0.001
H 0.05482 4.69638 -2.40314 -0.2 -0.1 0.2 -0.001
H -0.71783 4.39282 -0.81307 0.0 0.0 -0.3 -0.001
H -0.57836 2.53265 -4.04712 0.3 -0.1 0.1 -0.001
H 0.38954 1.13383 -3.47009 0.1 0.4 0.0 -0.001
H 1.15243 2.75549 -3.62868 -0.3 -0.2 -0.1 0.000
C 1.05252 2.42888 -0.95783 0.0 0.1 -0.6 0.049
C 1.70791 1.05983 -1.06504 0.1 -0.7 0.0 -0.010
H 0.74392 2.60219 0.09803 0.3 -0.2 -0.6 0.010
H 1.80047 3.19775 -1.22110 -0.2 -0.2 0.2 0.000
O 1.09721 -0.03266 -0.99164 0.1 1.3 0.5 0.000
N 3.04601 1.01393 -1.19515 0.1 0.1 0.1 0.022
C 3.82563 -0.19900 -0.84657 -0.2 0.2 -0.5 -0.010
H 3.49332 1.76393 -1.71624 0.0 -0.1 0.7 0.002
C 3.64514 -1.33671 -1.83837 0.3 -0.2 -0.2 0.006
C 3.64802 -2.67364 -1.40216 -0.2 0.3 -0.4 0.003
H 3.73832 -2.88388 -0.32640 -0.1 0.0 -0.5 0.001
C 3.51860 -3.71269 -2.33967 0.1 0.2 -0.1 -0.001
H 3.50859 -4.75427 -1.99284 0.0 0.5 -0.2 0.000
C 3.41550 -3.41864 -3.71197 0.0 0.3 0.2 0.000
H 3.32194 -4.23183 -4.44654 0.0 0.5 0.4 0.000
C 3.44475 -2.07780 -4.14327 0.0 0.0 0.3 -0.001
H 3.37008 -1.82765 -5.20744 0.1 -0.2 0.4 0.000
C 3.57517 -1.03790 -3.20813 -0.2 -0.5 0.1 -0.001
H 3.61310 0.01480 -3.53049 -0.1 -0.6 0.0 0.000
H 3.56171 -0.53711 0.17218 0.1 0.4 -0.5 0.000
H 4.87108 0.14163 -0.85771 -0.3 -0.2 0.2 -0.001
O -3.44576 -0.89278 2.19239 1.5 0.8 1.0 -0.003
C -2.48867 -0.31886 2.73125 0.0 0.1 -2.1 0.013
N -1.33147 0.10432 2.04502 -0.3 -0.4 -0.7 -0.063
S -0.12546 0.78277 2.94371 0.1 -0.3 0.5 0.047
O 1.03817 -0.11023 2.95566 -1.5 1.3 -0.1 -0.003
O 0.05646 2.18162 2.56374 0.0 -1.5 0.3 -0.005
C -1.13015 0.62112 4.43370 -1.0 0.0 1.9 -0.001
C -0.95214 0.91276 5.80146 0.1 0.1 0.0 0.000
C -1.97240 0.62945 6.75811 0.0 -0.1 -0.6 0.001
C -3.19113 0.03273 6.37267 0.5 0.3 -0.2 0.000
C -3.38252 -0.26079 5.02102 0.1 0.2 0.3 0.001
C -2.36920 0.06262 4.11148 -0.4 -0.5 1.0 -0.009
H -0.02430 1.37138 6.13780 -0.2 -0.1 0.0 0.000
H -1.83559 0.85882 7.82682 0.2 0.0 -0.7 0.000
H -3.97654 -0.19323 7.10784 0.5 0.1 -0.4 0.000
H -4.30492 -0.73804 4.65948 0.6 0.3 0.1 0.000

***

(3)
66
Properties=species:S:1:pos:R:3:forces:R:3:nbo_charge:R:1 method="wB97M-V/def2-TZVPD" total_charge=0 relative_energy_kj_mol=0.09 smiles="COc1ccc(/C=C(/NC(=O)c2ccc(OC)c(OC)c2)C(=O)NCCc2c[nH]c3ccccc23)cc1" homo_lumo_gap_ev=8.271 spin_multiplicity=1 energy_ha=-1662.97024
C -2.08695 3.02854 5.89610 -0.2 0.1 0.1 -0.255
O -0.94921 2.39839 5.35699 0.3 -0.2 -0.2 -0.515
C -0.93305 2.11691 4.01646 0.1 0.0 -0.2 0.281
C 0.27489 1.63974 3.50522 -0.1 0.1 0.2 -0.199
C 0.37860 1.27522 2.18117 -0.1 0.3 0.0 -0.215
C -0.71959 1.37873 1.31987 0.0 0.0 0.4 -0.123
C -0.65459 1.07331 -0.10213 0.1 -0.1 -0.6 -0.230
C -0.07964 0.04219 -0.74694 -0.3 0.6 0.1 0.083
N -0.01524 -0.03567 -2.13419 0.3 -0.5 -0.2 -0.606
C -0.46093 0.82622 -3.08688 0.0 0.0 0.2 0.673
O -1.09083 1.84184 -2.83886 -0.1 0.1 0.0 -0.627
C -0.14385 0.42768 -4.48494 0.0 0.0 -0.5 -0.177
C 0.76061 -0.56160 -4.85477 -0.2 0.2 0.1 -0.185
C 0.96380 -0.82419 -6.19286 -0.1 0.1 -0.2 -0.245
C 0.29568 -0.13189 -7.20249 0.1 -0.1 0.2 0.282
O 0.62207 -0.53882 -8.45606 0.1 0.0 0.4 -0.491
C 0.04182 0.04411 -9.60173 -0.1 0.1 -0.5 -0.240
C -0.61013 0.88386 -6.83414 0.0 0.0 -0.1 0.215
O -1.25814 1.57924 -7.82399 0.3 -0.4 0.1 -0.510
C -2.13198 2.61716 -7.45165 -0.1 0.2 0.0 -0.251
C -0.80516 1.13635 -5.48720 0.0 0.0 0.1 -0.194
C 0.52987 -1.21354 -0.18770 0.0 -0.1 0.2 0.647
O 1.15286 -1.95974 -0.93572 0.1 0.0 -0.1 -0.650
N 0.29440 -1.51559 1.09521 -0.1 0.0 0.2 -0.609
C 0.81235 -2.72481 1.69605 0.0 -0.3 -0.1 -0.210
C -0.08993 -3.17648 2.84650 0.2 0.2 0.0 -0.425
C 0.01601 -2.23887 4.00392 -0.3 0.0 -0.1 -0.124
C -0.87846 -1.28679 4.39868 -0.1 -0.3 -0.1 -0.022
N -0.40507 -0.61683 5.49383 -0.2 0.2 0.2 -0.527
C 0.83081 -1.09968 5.80588 0.4 -0.4 -0.1 0.116
C 1.71567 -0.72761 6.81018 0.0 0.1 0.1 -0.230
C 2.90742 -1.41345 6.89544 0.0 0.1 0.1 -0.216
C 3.21346 -2.45054 6.00904 0.2 -0.2 -0.1 -0.236
C 2.34148 -2.82292 5.01141 0.0 0.0 0.0 -0.219
C 1.13076 -2.13966 4.89416 0.0 0.4 0.3 -0.036
C -1.90474 1.90078 1.83565 0.2 -0.2 -0.1 -0.111
C -2.02323 2.25447 3.16653 0.0 0.1 0.4 -0.327
H -2.97103 2.38363 5.84251 0.0 0.0 0.0 0.174
H -2.29827 3.97508 5.39046 0.0 0.0 0.0 0.184
H -1.84928 3.22484 6.94070 -0.1 0.0 -0.1 0.203
H 1.12282 1.56408 4.16759 0.1 0.0 0.1 0.226
H 1.32819 0.93342 1.79688 0.1 0.0 0.0 0.227
H -1.13699 1.80874 -0.73369 0.1 -0.1 -0.1 0.263
H 0.48179 -0.87910 -2.41778 -0.2 0.3 0.0 0.435
H 1.32850 -1.12393 -4.12973 0.1 -0.1 0.1 0.213
H 1.66059 -1.58646 -6.50389 0.1 -0.1 0.0 0.227
H -1.04216 -0.08436 -9.61589 0.1 0.0 0.0 0.184
H 0.28045 1.10649 -9.67997 0.0 -0.1 0.0 0.184
H 0.48235 -0.49039 -10.44344 0.0 0.0 0.0 0.188
H -2.97512 2.24308 -6.86283 0.0 0.0 0.0 0.179
H -1.61290 3.39841 -6.88829 0.0 0.0 0.0 0.182
H -2.50205 3.03183 -8.38846 0.0 0.0 0.1 0.198
H -1.48659 1.90535 -5.16043 -0.1 0.1 0.0 0.239
H -0.18909 -0.86939 1.70052 0.0 0.0 -0.1 0.423
H 1.82743 -2.54913 2.07211 0.0 -0.1 -0.1 0.194
H 0.86490 -3.48307 0.91009 0.0 0.1 0.1 0.226
H -1.12306 -3.22908 2.49808 0.0 -0.1 0.0 0.218
H 0.22087 -4.17613 3.15635 -0.1 0.0 0.0 0.222
H -1.83986 -1.04646 3.98364 -0.2 0.1 -0.1 0.215
H -0.82962 0.19024 5.91894 0.0 0.0 -0.1 0.423
H 1.47464 0.07281 7.49414 0.0 0.1 0.1 0.212
H 3.62125 -1.14956 7.66179 0.0 0.0 0.1 0.212
H 4.15693 -2.96580 6.11511 0.1 0.0 0.0 0.211
H 2.58711 -3.62826 4.33487 0.1 -0.1 -0.1 0.211
H -2.75538 2.01755 1.18065 -0.1 0.0 -0.1 0.211
H -2.96494 2.64019 3.52451 -0.1 0.0 0.1 0.221

***

(4)
74
Properties=species:S:1:pos:R:3:forces:R:3:mulliken_spin:R:1 method="wB97M-V/def2-TZVPD" total_charge=+1 relative_energy_kj_mol=162.96 homo_lumo_gap_ev="5.974 / 5.197" spin_multiplicity=2 energy_ha=-5474.34046
W -0.88142 -3.30447 0.66894 0.4 0.3 -0.2 0.011
C -2.18001 -3.51654 2.40529 -0.1 0.2 -0.2 0.003
C -3.33961 -3.84941 1.53634 -0.1 0.0 0.0 0.001
C -4.11338 -2.74290 1.40323 0.0 0.0 0.1 -0.001
C -3.58590 -1.68974 2.24669 0.0 0.0 0.1 0.002
C -2.48049 -2.15254 2.87788 0.0 0.1 0.1 0.000
H -1.76171 -4.26984 3.06472 0.0 0.0 0.0 0.000
H -3.52275 -4.81288 1.09128 0.0 0.0 0.0 0.000
H -5.00346 -2.66951 0.79537 0.0 0.0 0.0 0.000
H -4.02167 -0.70852 2.36857 0.0 0.0 0.0 0.000
H -1.89287 -1.61196 3.60272 0.0 0.0 0.0 0.000
C -0.46448 10.64845 -0.58857 0.0 0.0 0.0 0.000
O -0.00997 9.85537 0.49839 0.0 0.0 0.0 0.000
C -0.14599 8.51898 0.40967 0.0 0.0 0.0 0.000
C 0.31647 7.78430 1.50617 0.0 0.0 0.0 0.000
C 0.21946 6.41386 1.51282 0.0 0.0 0.0 0.000
C -0.34267 5.73439 0.42661 0.0 0.0 0.0 0.000
C -0.79127 6.47108 -0.66176 0.0 0.0 0.0 0.000
C -0.70046 7.85470 -0.68143 0.0 0.0 0.0 0.000
C -0.43681 4.27867 0.47361 0.0 0.0 0.0 0.000
N 0.16433 3.50467 1.35159 0.0 0.0 0.0 0.000
C -0.21057 2.23396 1.02772 0.0 0.0 0.0 0.001
C -1.05866 2.22540 -0.05975 0.0 0.0 0.1 0.000
N -1.19567 3.54614 -0.40428 0.0 0.0 0.0 0.000
C -1.61862 1.03497 -0.60721 0.0 0.0 0.0 0.000
C -2.51033 0.95484 -1.68933 0.0 0.0 0.0 0.000
C -2.97261 -0.27354 -2.08182 0.0 0.0 0.0 0.000
C -2.53229 -1.42237 -1.42060 0.0 0.0 0.0 0.000
N -1.68249 -1.37289 -0.40678 -0.2 -0.1 0.2 0.002
C -1.24484 -0.16458 0.01388 0.0 0.0 0.0 -0.001
C -0.36736 -0.16976 1.14930 -0.1 0.0 0.0 0.002
N -0.10721 -1.37632 1.68771 0.0 -0.1 -0.1 0.002
C 0.69286 -1.44827 2.74190 0.0 0.0 0.0 -0.010
C 1.25335 -0.31557 3.33073 0.0 0.0 0.0 -0.003
C 0.98877 0.92384 2.79966 0.0 0.0 0.0 0.002
C 0.15733 1.01370 1.67646 0.0 0.0 0.0 0.001
H -0.26557 11.67830 -0.31024 0.0 0.0 0.0 0.000
H -1.53654 10.51640 -0.74982 0.0 0.0 0.0 0.000
H 0.07964 10.40856 -1.50456 0.0 0.0 0.0 0.000
H 0.74558 8.32102 2.34118 0.0 0.0 0.0 0.000
H 0.57444 5.84412 2.36042 0.0 0.0 0.0 0.000
H -1.20489 5.98066 -1.53569 0.0 0.0 0.0 0.000
H -1.05343 8.39706 -1.54543 0.0 0.0 0.0 0.000
H -1.77740 3.92981 -1.12789 0.0 0.0 0.0 0.000
H -2.83137 1.85055 -2.20563 0.0 0.0 0.0 0.000
H -3.66515 -0.37778 -2.90421 0.0 0.0 0.0 0.000
H -2.85551 -2.40412 -1.73100 0.0 0.0 0.0 0.000
H 0.89703 -2.43709 3.12729 0.0 0.0 0.0 0.010
H 1.89190 -0.43307 4.19420 0.0 0.0 0.0 0.000
H 1.40410 1.82836 3.22368 0.0 0.0 0.0 0.000
C 5.09819 -3.08092 -4.09111 0.0 0.0 0.0 -0.001
C 3.68621 -3.12369 -3.57090 0.0 0.0 0.1 0.010
O 3.75604 -3.11751 -2.10906 0.1 0.1 -0.1 0.034
P 2.46028 -3.34119 -1.23840 0.2 -0.2 0.1 -0.052
S 3.28728 -2.86382 0.61467 -0.1 -0.1 -0.2 0.963
S 0.88377 -2.33643 -1.77293 0.0 0.0 0.2 0.003
O 2.15331 -4.89400 -1.29032 -0.3 0.3 0.0 0.002
C 3.09697 -5.90601 -0.84591 0.1 0.0 0.0 0.000
C 2.47958 -6.68776 0.28564 0.0 0.0 0.0 0.004
H 5.08024 -3.06882 -5.18112 0.0 0.0 0.0 0.000
H 5.65913 -3.95572 -3.76523 0.0 0.0 0.0 0.000
H 5.60900 -2.18398 -3.74424 0.0 0.0 0.0 0.000
H 3.16209 -4.02886 -3.88047 0.0 0.0 0.0 0.000
H 3.10550 -2.25267 -3.87184 0.0 0.0 0.0 0.000
H 4.02584 -5.42313 -0.53947 0.0 0.0 0.0 0.003
H 3.29616 -6.52714 -1.71779 0.0 0.0 0.0 0.001
H 2.25988 -6.03198 1.12731 0.0 0.0 0.0 0.000
H 3.16881 -7.46746 0.61119 0.0 0.0 0.0 0.000
H 1.55145 -7.16192 -0.03342 0.0 0.0 0.0 0.000
O -3.15483 -6.14477 -0.76926 0.0 0.0 0.0 0.000
Se -1.62237 -5.70768 -0.83376 0.0 -0.1 0.1 0.000
O -1.12268 -5.29716 0.79759 -0.3 -0.2 0.2 0.002
O 0.69700 -3.70875 1.13976 0.1 0.0 -0.3 0.008
O -1.63669 -3.91712 -1.01896 0.2 -0.1 -0.1 0.000